1.
Here is a cluster of 10 separate species, C40H50N10 in total from OMol25. Energies are from ωB97M-V/def2-TZVPD.

```
100
Properties=species:S:1:pos:R:3:forces:R:3:mulliken_charge:R:1
N -38.2772 -26.8427 36.2751 1.9184 1.0566 0.5759 -0.059
C -36.9420 -26.6064 35.9034 -4.2997 3.4655 -4.9942 -1.027
C -36.9867 -25.8226 34.5475 -3.0785 -3.7780 4.4223 -0.279
C -38.3750 -25.8270 34.2101 -0.8762 -1.2815 5.7829 -0.133
C -39.2062 -26.3894 35.4426 2.1956 2.6415 -5.1184 -1.018
H -38.4673 -27.3362 37.1231 -0.1963 -0.1865 0.3839 0.224
H -36.2692 -27.0935 36.4677 2.7107 -1.1792 1.5877 0.425
H -36.1333 -25.5621 33.9911 0.7617 0.3375 -0.5894 0.748
H -38.9934 -25.4490 33.4606 -0.0862 0.7823 -1.4083 0.939
H -40.3136 -26.3425 35.4430 1.3996 -0.5690 0.6525 0.082
N -42.4494 -23.2571 30.6037 2.5513 -1.7927 0.8193 -0.005
C -41.7549 -24.3728 30.0947 -4.1053 -0.4524 -3.7493 -1.329
C -42.6506 -25.0090 28.9367 0.0091 4.6502 4.1385 -0.414
C -43.8855 -24.1275 28.8978 6.5379 1.6778 5.9602 -0.949
C -43.6570 -23.0953 30.0444 -0.9430 -2.0467 -3.4027 -0.335
H -42.0067 -22.7518 31.4501 -1.4603 -0.8993 -2.2094 0.365
H -40.8542 -24.7155 30.5689 0.2153 -0.0267 -0.2625 1.285
H -42.3512 -25.8725 28.3439 -0.2463 0.3863 0.2047 0.508
H -44.8580 -24.1488 28.6162 -2.4367 -0.6471 -1.7694 0.430
H -44.2611 -22.2293 30.3204 0.0499 -0.5102 -0.1783 0.424
N -35.6590 -22.1447 30.8909 -0.0693 1.2664 -0.7450 0.041
C -35.9726 -22.6052 29.6562 -2.0002 -4.1078 1.7850 -1.174
C -36.8014 -23.8609 29.8232 2.6393 3.8637 1.7098 -0.472
C -36.9434 -23.9716 31.3101 4.0507 7.6359 -6.3174 1.052
C -36.3475 -22.8014 31.8459 0.2830 -1.9541 -0.2596 -1.275
H -34.9605 -21.3739 30.9370 -1.3712 -0.9024 0.6763 0.268
H -35.4990 -21.9866 28.9677 0.2648 0.0579 -2.2501 0.471
H -37.0638 -24.4741 28.9691 -0.2354 -0.0662 0.5583 0.574
H -37.3598 -24.6017 31.8688 -3.6981 -5.1603 3.9167 0.035
H -36.3323 -22.3985 32.8225 0.0579 -0.1787 0.9970 0.524
N -33.7098 -26.0323 30.1007 -1.3534 -4.4524 -2.5440 0.187
C -33.7294 -27.4438 30.1687 -1.2933 1.8219 -5.2818 0.981
C -34.1463 -27.9460 28.7999 0.9233 4.0720 3.4115 -0.246
C -34.3698 -26.7470 28.0010 0.4083 2.2218 1.2754 -0.288
C -34.0922 -25.5306 28.9149 -0.3464 -4.6015 -2.0328 -0.926
H -33.3103 -25.4828 30.7595 1.0780 1.8416 2.7036 0.262
H -33.4811 -27.8255 31.0992 0.0332 -1.0917 0.1400 -1.261
H -34.3518 -28.9952 28.6885 0.1077 0.2012 -0.6219 0.596
H -34.6655 -26.6518 26.8756 0.4840 -0.2963 2.5686 0.284
H -34.2478 -24.4870 28.9814 -0.1684 0.8299 -1.1850 0.710
N -31.5292 -28.2053 33.8538 -2.2838 1.1061 -0.8054 -0.036
C -31.9886 -27.6266 35.0747 -3.9541 -0.3340 -4.7029 -0.720
C -33.4671 -27.1729 34.7561 2.3273 -1.4021 -1.5380 -0.599
C -33.7321 -27.5295 33.2747 7.0279 -1.2938 2.1768 1.949
C -32.4192 -28.1474 32.7596 -1.4958 1.2731 3.3784 -1.237
H -30.5987 -28.5344 33.6465 0.0643 0.0719 0.6416 0.251
H -31.2453 -27.7920 35.8318 -0.6336 0.6221 0.9060 0.379
H -34.2429 -26.6622 35.4615 1.9494 -1.1470 -1.4145 0.194
H -34.3778 -27.4627 32.4388 -1.7299 0.7527 0.6731 -0.886
H -32.0812 -28.5289 31.7350 -0.5391 0.5540 2.0550 0.293
N -38.3980 -28.6379 25.6398 -0.2595 3.8081 -2.5592 -0.012
C -37.0305 -28.2527 25.4712 -1.2550 -4.9266 3.6003 -0.842
C -36.2311 -29.1559 26.3078 -2.5760 0.1304 -0.9849 0.072
C -37.2483 -30.0201 26.9874 -2.1215 2.0027 -1.8618 -0.560
C -38.6716 -29.5985 26.5018 7.2125 -0.9635 1.2271 -0.701
H -39.2124 -28.0982 25.1533 2.3843 -1.3217 1.1734 0.276
H -36.8437 -27.4165 24.9261 0.7790 1.9819 -1.5765 0.475
H -35.0533 -29.2370 26.2594 -2.9110 0.2239 0.4928 0.444
H -37.0839 -30.7561 27.7648 0.0718 0.0322 -0.2798 0.362
H -39.6655 -29.8843 26.5625 -1.3751 -0.9918 0.7869 0.481
N -34.7908 -30.3887 32.5507 -2.3417 1.2370 -4.6995 0.372
C -34.3517 -31.0404 31.4297 -0.3316 0.5096 -3.3620 -0.774
C -35.0456 -30.5645 30.1818 -0.5030 0.8120 8.2778 -1.431
C -36.0350 -29.5673 30.8167 3.7957 -3.1967 2.8795 0.354
C -35.8366 -29.4366 32.2670 2.1674 -3.7026 -4.5960 -1.590
H -34.4468 -30.5812 33.4075 1.2183 -0.4614 3.2426 0.114
H -33.4689 -31.7665 31.3920 -1.5566 1.1197 0.6273 0.310
H -34.9980 -31.1616 29.3103 -0.1411 0.1565 -0.9920 0.573
H -36.6756 -29.0450 30.2378 -2.0037 1.2240 -1.3276 0.945
H -36.2754 -28.9250 33.0822 -0.5252 0.3718 0.2804 1.156
N -37.1183 -26.9990 30.0381 -2.1495 -0.1987 0.8950 1.615
C -37.3756 -27.0374 31.3553 -10.7662 0.2670 -3.1722 -0.282
C -38.9600 -27.1173 31.4377 3.9879 0.5893 -3.0030 0.670
C -39.3718 -27.1053 29.9922 0.9867 -0.3440 3.0457 -1.010
C -38.1957 -27.1268 29.1934 -2.3580 0.5207 1.8704 -0.835
H -36.1755 -26.9849 29.8886 2.8871 -0.0886 -1.9491 -0.759
H -36.7512 -27.1497 32.1012 3.3260 -0.1190 3.1096 0.310
H -39.6200 -27.1806 32.3307 0.7997 0.5850 -1.2940 -0.312
H -40.4790 -27.1049 29.7676 1.7675 -0.1409 -0.3369 -0.054
H -38.2787 -27.2726 28.1323 1.1206 0.2695 -0.2064 0.390
N -38.4676 -29.1647 34.7016 1.0136 4.2743 -0.1708 0.150
C -37.8751 -30.2015 35.3865 -3.2536 -2.7179 -3.2299 -0.362
C -38.4739 -31.4424 34.5981 1.9199 2.8813 -0.5322 -0.683
C -39.2133 -30.9135 33.4000 2.1715 2.2149 1.1171 -0.757
C -39.1219 -29.3909 33.5133 1.0444 -6.8368 3.0666 0.885
H -38.3300 -28.0320 34.9434 -0.4222 -4.6933 -0.9448 0.296
H -37.3085 -30.0179 36.3315 -0.7076 -0.4944 -1.1311 0.324
H -38.0055 -32.4783 34.6789 -1.1179 1.5387 0.0348 0.312
H -39.4489 -31.4823 32.4087 0.2270 1.0702 2.3475 0.267
H -39.5810 -28.5983 33.0489 -0.7272 0.8287 -0.9193 -0.136
N -42.3565 -28.3192 32.2938 -0.6120 2.6313 -1.2267 0.132
C -42.1690 -28.1481 33.5854 0.8178 4.2897 2.8746 -0.751
C -42.0078 -26.6839 33.9039 -1.8211 -1.8596 -1.4065 -1.129
C -42.2111 -25.9645 32.6085 -0.6955 -6.8624 1.1209 0.092
C -42.4909 -27.0736 31.6819 0.7772 1.4309 -2.5313 -0.912
H -42.4972 -29.1760 31.7886 0.1102 -0.0963 0.1996 0.267
H -42.2284 -28.9418 34.2772 0.2653 -0.7277 0.5377 0.525
H -42.1167 -26.1993 34.9645 0.3273 -1.2062 -2.3377 0.723
H -42.4239 -24.9523 32.5550 -0.0653 1.4823 -0.5920 0.866
H -42.6186 -27.1361 30.4593 0.2706 0.6342 3.6954 0.320
```
Forces are in eV/Å.

Computed properties:
- E_HOMO (Ha) = -0.25640
- SMILES = c1cc[nH]c1.c1cc[nH]c1.c1cc[nH]c1.c1cc[nH]c1.c1cc[nH]c1.c1cc[nH]c1.c1cc[nH]c1.c1cc[nH]c1.c1cc[nH]c1.c1cc[nH]c1
- energy relative to the best compared isomer or geometry (same formula, charge and spin) (kJ/mol) = 1983.4
- frontier orbital gap (eV) = 7.57

2.
Here is a structure of composition ClH4N2PS from OMol25. Energies are from ωB97M-V/def2-TZVPD.

```
9
Properties=species:S:1:pos:R:3:forces:R:3:nbo_charge:R:1
N -1.0059 -0.2129 -0.9726 0.6395 1.0898 -1.0376 -1.150
N 0.5345 -0.8628 1.1027 -0.0826 1.0279 -1.3035 -1.189
P 0.4004 0.2739 -0.1267 -1.0845 -0.3116 0.4762 1.564
S 1.8255 0.6079 -1.4004 -0.5023 0.2347 1.2740 -0.423
Cl -0.4412 2.2029 1.5289 0.8409 -1.7832 -1.8269 -0.509
H -1.8086 0.3893 -0.9044 -0.6935 0.1635 1.4549 0.415
H -0.8464 0.0184 -1.9768 0.7182 -0.7928 0.7323 0.409
H 1.3276 -0.6549 1.7194 -0.7660 -0.8631 -0.1220 0.434
H 0.0141 -1.7618 1.0299 0.9303 1.2348 0.3526 0.448
```
Forces are in eV/Å.

Computed properties:
- E_HOMO (Ha) = -0.36163
- energy relative to the best compared isomer or geometry (same formula, charge and spin) (kJ/mol) = 140.2
- frontier orbital gap (eV) = 8.33

| no. | largest force on an atom (hartree/bohr) |
| --- | --- |
| 1 | 0.2183 |
| 2 | 0.0523 |